DFT (the ωB97M-V functional and the def2-TZVPD basis) results for a molecular structure, C48H82INbO21P.

Positions of all 154 atoms, in Å:
C: -6.643 -0.192 4.058
C: -6.273 -1.315 2.922
C: -4.733 -1.196 2.325
I: -3.157 -1.446 3.822
Nb: -4.612 0.835 1.203
C: -4.750 2.919 0.248
C: -6.296 3.082 -0.288
C: -7.255 3.301 1.024
O: -6.478 4.080 -1.354
P: -2.079 0.957 1.482
C: -1.572 2.028 2.985
C: -1.229 1.554 -0.143
H: -7.493 -0.645 4.762
H: -7.095 0.810 3.613
H: -5.739 0.063 4.781
H: -6.498 -2.369 3.384
H: -7.041 -1.157 2.021
H: -4.659 -2.008 1.469
H: -4.344 0.028 -0.393
H: -6.424 0.640 0.921
H: -4.870 1.646 2.818
H: -3.939 3.004 -0.619
H: -4.553 3.715 1.084
H: -6.590 2.025 -0.757
H: -6.648 3.631 1.986
H: -7.802 2.290 1.306
H: -8.031 4.148 0.801
H: -7.208 3.684 -1.946
H: -0.880 2.948 2.675
H: -2.578 2.396 3.509
H: -0.955 1.435 3.806
H: -2.091 1.643 -0.941
H: -0.707 2.600 -0.033
H: -0.398 0.802 -0.522
O: -0.558 1.584 -4.641
C: -1.054 2.637 -4.273
O: -1.541 2.861 -3.017
C: -2.142 4.154 -2.973
C: -1.519 4.923 -4.108
C: -1.262 3.847 -5.133
H: -3.224 4.041 -3.092
H: -1.940 4.622 -2.004
H: -2.150 5.735 -4.477
H: -0.565 5.356 -3.784
H: -2.130 3.683 -5.777
H: -0.372 4.064 -5.729
O: 1.158 -0.230 2.048
C: 2.105 0.423 1.643
O: 2.277 1.757 1.877
C: 3.427 2.213 1.166
C: 4.260 0.982 0.925
C: 3.218 -0.099 0.785
H: 3.098 2.682 0.233
H: 3.961 2.956 1.767
H: 4.918 1.070 0.057
H: 4.884 0.778 1.804
H: 2.862 -0.191 -0.245
H: 3.584 -1.060 1.156
O: 0.076 -8.048 2.133
C: -0.258 -6.986 2.632
O: 0.571 -5.912 2.785
C: -0.117 -4.887 3.500
C: -1.582 -5.178 3.302
C: -1.609 -6.683 3.206
H: 0.178 -4.938 4.554
H: 0.162 -3.908 3.101
H: -2.212 -4.779 4.102
H: -1.922 -4.743 2.355
H: -1.693 -7.152 4.190
H: -2.406 -7.028 2.543
O: -3.653 2.624 -6.815
C: -2.970 2.114 -7.687
O: -2.233 2.816 -8.597
C: -1.651 1.907 -9.530
C: -1.627 0.576 -8.827
C: -2.852 0.643 -7.950
H: -2.271 1.889 -10.433
H: -0.646 2.246 -9.798
H: -1.627 -0.274 -9.514
H: -0.730 0.504 -8.200
H: -3.748 0.301 -8.475
H: -2.711 0.087 -7.020
O: -4.178 -9.614 6.133
C: -3.495 -10.125 5.260
O: -2.757 -9.422 4.351
C: -2.176 -10.331 3.417
C: -2.152 -11.663 4.121
C: -3.376 -11.595 4.998
H: -2.796 -10.349 2.515
H: -1.171 -9.993 3.150
H: -2.152 -12.513 3.434
H: -1.255 -11.735 4.748
H: -4.272 -11.938 4.473
H: -3.235 -12.152 5.927
O: 6.460 -0.617 0.549
C: 7.489 -0.325 1.137
O: 8.231 0.792 0.880
C: 9.417 0.758 1.672
C: 9.102 -0.163 2.822
C: 8.146 -1.150 2.202
H: 10.240 0.383 1.054
H: 9.662 1.768 2.013
H: 9.990 -0.628 3.257
H: 8.590 0.396 3.615
H: 8.671 -1.986 1.733
H: 7.414 -1.510 2.929
O: -9.458 1.163 3.341
C: -10.145 0.239 2.939
O: -9.652 -0.965 2.525
C: -10.723 -1.762 2.021
C: -11.970 -1.195 2.648
C: -11.636 0.269 2.782
H: -10.734 -1.682 0.929
H: -10.566 -2.808 2.298
H: -12.872 -1.386 2.061
H: -12.115 -1.631 3.644
H: -11.889 0.829 1.877
H: -12.115 0.712 3.658
O: 10.238 -2.513 4.153
C: 11.267 -2.221 4.741
O: 12.009 -1.104 4.484
C: 13.195 -1.138 5.276
C: 12.880 -2.059 6.426
C: 11.923 -3.046 5.806
H: 14.018 -1.513 4.657
H: 13.440 -0.128 5.617
H: 13.768 -2.524 6.861
H: 12.368 -1.500 7.219
H: 12.449 -3.882 5.337
H: 11.192 -3.406 6.533
O: 6.340 4.873 -0.145
C: 7.023 4.363 -1.017
O: 7.760 5.065 -1.927
C: 8.342 4.156 -2.860
C: 8.366 2.824 -2.157
C: 7.141 2.892 -1.280
H: 7.721 4.138 -3.763
H: 9.347 4.494 -3.128
H: 8.365 1.974 -2.844
H: 9.263 2.752 -1.530
H: 6.245 2.549 -1.805
H: 7.282 2.336 -0.350
O: 0.927 4.025 -9.666
C: 0.592 5.086 -9.167
O: 1.421 6.160 -9.014
C: 0.733 7.185 -8.299
C: -0.731 6.894 -8.497
C: -0.759 5.390 -8.593
H: 1.029 7.134 -7.245
H: 1.012 8.165 -8.698
H: -1.361 7.293 -7.697
H: -1.071 7.329 -9.444
H: -0.843 4.920 -7.609
H: -1.555 5.045 -9.256

Calculated values
HOMO energy   -3.4 eV
E_LUMO   1.22 eV
Maximum force   3.1 eV Å⁻¹
Multiplicity   1
HOMO-LUMO gap   4.62 eV
Net charge   -1

Löwdin atomic charge list, values in e, 99 entries: -0.22, -0.43, -0.95, 0.59, 1.14, -0.39, -0.52, -0.14, -0.16, 0.55, -0.44, -0.42, 0.07, 0.04, 0.04, 0.08, 0.06, 0.02, -0.15, -0.08, -0.10, 0.03, 0.04, 0.09, 0.07, 0.04, 0.07, 0.10, 0.04, 0.01, 0.02, 0.00, 0.04, 0.03, 0.09, -0.45, 0.01, -0.16, -0.16, -0.10, 0.14, 0.13, 0.12, 0.12, 0.10, 0.12, 0.08, -0.46, 0.02, -0.16, -0.19, -0.08, 0.13, 0.13, 0.10, 0.12, 0.14, 0.13, 0.07, -0.45, 0.03, -0.16, -0.18, -0.10, 0.13, 0.13, 0.09, 0.12, 0.13, 0.13, 0.09, -0.45, 0.00, -0.17, -0.16, -0.08, 0.13, 0.11, 0.12, 0.13, 0.14, 0.14, 0.10, -0.46, 0.01, -0.17, -0.17, -0.09, 0.13, 0.12, 0.12, 0.12, 0.13, 0.13, 0.09, -0.44, 0.00, -0.16, -0.17